{
  "formula": "C5H12Si",
  "method": "ωB97M-V with the def2-TZVPD basis set",
  "species": ["C", "C", "C", "C", "C", "Si", "H", "H", "H", "H", "H", "H", "H", "H", "H", "H", "H", "H"],
  "coordinates": [[-2.108, 1.002, 0.614], [-1.178, 0.076, 0.592], [1.080, -0.744, 2.015], [-0.024, 0.259, -2.372], [0.251, 0.220, 0.611], [0.999, -0.421, -0.976], [-3.231, 0.872, 0.737], [-1.850, 2.034, 0.418], [-1.375, -0.955, 0.799], [0.990, -0.094, 2.823], [0.704, -1.711, 2.144], [2.109, -0.736, 1.891], [-0.978, -0.331, -2.064], [-0.032, 1.273, -2.622], [0.572, -0.274, -3.120], [0.542, 1.209, 0.686], [2.471, 0.123, -0.991], [1.059, -1.802, -1.186]],
  "e_above_lowest_kcal_mol": 54.06,
  "total_energy_ev": -13254.38618,
  "largest_force_ha_per_bohr": 0.096,
  "e_homo_ha": -0.327,
  "smiles": "C=C[C@@H](C)[SiH2]C",
  "gap_ev": 9.97,
  "multiplicity": 1
}

{
  "formula": "C12H23N2NdO2P2",
  "method": "ωB97M-V with the def2-TZVPD basis set",
  "species": ["Nd", "P", "C", "C", "N", "C", "C", "C", "C", "C", "P", "H", "H", "H", "H", "H", "H", "H", "H", "O", "H", "H", "O", "H", "C", "H", "H", "H", "C", "H", "H", "H", "C", "H", "H", "H", "C", "H", "H", "H", "N", "C"],
  "coordinates": [[0.348, 1.043, 0.674], [2.313, -0.857, 1.430], [2.292, -0.789, -0.462], [1.059, -1.412, -1.118], [-0.127, -0.874, -0.726], [-1.293, -1.339, -1.244], [-1.282, -2.325, -2.210], [-0.077, -2.857, -2.649], [1.111, -2.406, -2.085], [-2.595, -0.761, -0.734], [-2.409, 0.831, 0.197], [2.083, -2.805, -2.376], [-2.237, -2.652, -2.614], [-0.061, -3.617, -3.425], [-3.293, -0.588, -1.567], [-3.077, -1.466, -0.035], [2.377, 0.318, -0.778], [3.211, -1.302, -0.765], [0.918, 3.304, -0.638], [1.488, 2.442, -0.834], [2.136, 2.602, -1.531], [-0.024, 3.636, 1.099], [-0.191, 3.893, 0.148], [-0.412, 4.847, 0.164], [-2.814, 2.014, -1.137], [-3.870, 1.898, -1.413], [-2.636, 3.042, -0.791], [-2.188, 1.827, -2.019], [-3.895, 0.896, 1.242], [-3.738, 1.686, 1.992], [-4.793, 1.123, 0.647], [-4.017, -0.063, 1.767], [2.190, -2.638, 1.792], [3.108, -3.170, 1.508], [2.033, -2.753, 2.875], [1.332, -3.086, 1.275], [4.077, -0.557, 1.787], [4.170, -0.350, 2.862], [4.691, -1.433, 1.535], [4.442, 0.320, 1.237], [-0.255, 2.322, 4.024], [-0.095, 2.054, 2.897]],
  "total_charge": 2,
  "total_energy_ev": -53733.40224,
  "s_squared": 3.753,
  "largest_force_ha_per_bohr": 0.032,
  "e_homo_ha": [-0.590, -0.591],
  "gap_ev": [9.09, 9.23],
  "multiplicity": 4
}

{
  "formula": "C6H13N",
  "method": "ωB97M-V with the def2-TZVPD basis set",
  "species": ["C", "C", "N", "C", "C", "C", "C", "H", "H", "H", "H", "H", "H", "H", "H", "H", "H", "H", "H", "H"],
  "coordinates": [[0.292, -0.325, 2.694], [-0.506, -0.187, 1.416], [0.022, 0.670, 0.348], [0.340, 1.912, 0.106], [0.008, -0.625, 0.108], [-1.181, 0.381, -2.616], [1.045, -1.542, -0.433], [0.113, 0.484, 3.409], [-0.003, -1.268, 3.169], [1.363, -0.379, 2.475], [-1.590, -0.112, 1.554], [0.910, 2.145, -0.785], [-1.365, 1.317, -2.082], [-0.063, 2.688, 0.744], [-1.297, -0.448, -1.915], [-1.880, 0.276, -3.447], [-0.154, 0.386, -2.994], [1.987, -1.506, 0.138], [1.277, -1.290, -1.474], [0.681, -2.573, -0.417]],
  "e_above_lowest_kcal_mol": 82.48,
  "total_energy_ev": -7919.25634,
  "largest_force_ha_per_bohr": 0.006,
  "e_homo_ha": [-0.250, -0.250],
  "gap_ev": [7.75, 7.75],
  "multiplicity": 1
}

{
  "formula": "H14NaO7",
  "method": "ωB97M-V with the def2-TZVPD basis set",
  "species": ["Na", "O", "H", "H", "O", "H", "H", "O", "H", "H", "O", "H", "H", "O", "H", "H", "O", "H", "H", "O", "H", "H"],
  "coordinates": [[0.055, 0.435, 0.361], [-0.517, -1.505, 1.809], [-0.327, -2.133, 2.518], [-1.410, -1.194, 2.010], [0.197, 1.776, -2.048], [-0.400, 1.403, -2.707], [-0.122, 2.677, -1.909], [2.088, -0.752, -0.606], [2.448, -1.543, -0.183], [2.847, -0.184, -0.781], [1.532, 2.318, 0.568], [1.493, 3.054, 1.191], [2.403, 2.391, 0.159], [0.185, -3.560, -0.408], [-0.134, -2.648, -0.355], [0.624, -3.632, -1.264], [-1.460, -0.910, -0.991], [-2.231, -1.427, -0.722], [-1.598, -0.730, -1.928], [-1.620, 1.837, 1.578], [-1.474, 2.584, 2.171], [-2.579, 1.743, 1.534]],
  "total_charge": 1,
  "e_above_lowest_kcal_mol": 7.05,
  "total_energy_ev": -18973.20637,
  "largest_force_ha_per_bohr": 0.008,
  "e_homo_ha": -0.510,
  "gap_ev": 10.67,
  "multiplicity": 1
}

{
  "formula": "C5H6N2OS",
  "method": "ωB97M-V with the def2-TZVPD basis set",
  "species": ["C", "C", "C", "C", "C", "N", "N", "O", "S", "H", "H", "H", "H", "H", "H"],
  "coordinates": [[0.476, -2.130, -0.048], [1.118, -0.868, 0.009], [-0.906, -2.315, -0.123], [-2.059, -0.095, 0.032], [0.688, 2.595, 0.141], [-1.879, -1.308, -0.011], [0.477, 0.235, 0.164], [1.416, 1.344, 0.088], [-2.738, 1.305, -0.033], [1.022, -3.012, -0.159], [2.214, -1.040, -0.128], [-1.324, -3.317, -0.474], [-0.420, 2.343, 0.063], [1.156, 3.212, -0.676], [0.758, 3.052, 1.156]],
  "e_above_lowest_kcal_mol": 85.29,
  "total_energy_ev": -21141.39941,
  "largest_force_ha_per_bohr": 0.097,
  "e_homo_ha": -0.310,
  "smiles": "CO/N=C/C=C\\N=C=S",
  "gap_ev": 8.12,
  "multiplicity": 1
}

{
  "formula": "C4H25N2O6S",
  "method": "ωB97M-V with the def2-TZVPD basis set",
  "species": ["C", "N", "C", "C", "S", "C", "N", "H", "H", "H", "H", "H", "H", "H", "H", "H", "H", "H", "H", "H", "H", "H", "O", "H", "H", "O", "H", "H", "O", "H", "H", "O", "H", "H", "O", "H", "H", "O"],
  "coordinates": [[0.667, -1.978, 1.047], [0.404, -0.760, 0.253], [1.627, -0.207, -0.373], [2.397, -1.284, -1.181], [3.905, -0.471, -1.812], [-0.467, -2.120, 2.071], [-0.293, -1.140, 3.203], [1.586, -1.724, 1.588], [0.819, -2.895, 0.478], [-0.214, -0.907, -0.542], [2.237, 0.204, 0.430], [1.387, 0.639, -0.995], [2.842, -2.028, -0.528], [1.763, -1.668, -1.977], [3.288, 0.399, -2.621], [-0.401, -3.117, 2.504], [-1.413, -1.969, 1.574], [-0.699, -1.528, 4.049], [-0.703, -0.217, 2.860], [0.680, -0.924, 3.357], [-2.241, 0.030, -0.923], [-3.095, -0.951, -1.713], [-2.225, -0.855, -1.312], [0.589, 0.311, -3.041], [0.501, 1.327, -4.215], [0.213, 1.152, -3.308], [-0.354, 1.423, 1.545], [-1.711, 1.564, 2.150], [-0.796, 1.355, 2.403], [2.581, 3.445, -0.528], [1.512, 2.791, -1.370], [2.338, 2.590, -0.906], [-1.633, 1.896, -2.199], [-2.180, 3.021, -1.422], [-1.967, 2.084, -1.300], [-3.242, 1.222, 0.354], [-4.326, 0.574, 1.233], [-3.374, 0.718, 1.167]],
  "total_charge": 2,
  "total_energy_ev": -30637.27277,
  "s_squared": 0.754,
  "largest_force_ha_per_bohr": 0.041,
  "e_homo_ha": [-0.618, -0.605],
  "gap_ev": [10.73, 5.30],
  "multiplicity": 2
}

- Number 3 is which compound?
  C6H13N

- Look up the multiplicity of the second one.
  4

Copy entry 5 word for word.
{
  "formula": "C5H6N2OS",
  "method": "ωB97M-V with the def2-TZVPD basis set",
  "species": ["C", "C", "C", "C", "C", "N", "N", "O", "S", "H", "H", "H", "H", "H", "H"],
  "coordinates": [[0.476, -2.130, -0.048], [1.118, -0.868, 0.009], [-0.906, -2.315, -0.123], [-2.059, -0.095, 0.032], [0.688, 2.595, 0.141], [-1.879, -1.308, -0.011], [0.477, 0.235, 0.164], [1.416, 1.344, 0.088], [-2.738, 1.305, -0.033], [1.022, -3.012, -0.159], [2.214, -1.040, -0.128], [-1.324, -3.317, -0.474], [-0.420, 2.343, 0.063], [1.156, 3.212, -0.676], [0.758, 3.052, 1.156]],
  "e_above_lowest_kcal_mol": 85.29,
  "total_energy_ev": -21141.39941,
  "largest_force_ha_per_bohr": 0.097,
  "e_homo_ha": -0.310,
  "smiles": "CO/N=C/C=C\\N=C=S",
  "gap_ev": 8.12,
  "multiplicity": 1
}

- The highest multiplicity belongs to which entry?
  C12H23N2NdO2P2